## w
C2H9OS | ωB97M-V with the def2-TZVPD basis set

LUMO (spin up / spin down), eV: 0.6 / 0.5
Spin multiplicity: 2
Charge: 0

Each line ends with the Löwdin spin population.
CARTESIAN COORDINATES (ANGSTROEM)
O: 0.34102 1.61853 -4.14461  0.019
H: -0.04505 1.16185 -3.38384  0.011
H: 0.90901 0.88088 -4.42466  0.003
H: 0.41879 0.36248 -0.58936  0.185
C: 0.74876 -1.31580 1.14306  0.073
S: -0.39154 -0.45261 0.18023  0.507
C: -1.07481 0.43736 1.58379  0.132
H: 1.58215 -0.72824 1.52588  0.018
H: 1.25421 -2.13804 0.55958  0.013
H: 0.37446 -1.90409 1.98323  0.001
H: -1.32457 1.48963 1.37270  0.009
H: -2.24271 0.26141 1.66797  0.013
H: -0.54971 0.32664 2.52603  0.016


## x
C2H9OS | ωB97M-V with the def2-TZVPD basis set

LUMO (spin up / spin down), eV: 0.7 / 0.5
Spin multiplicity: 2
Charge: 0

Each line ends with the Löwdin spin population.
CARTESIAN COORDINATES (ANGSTROEM)
O: 0.10498 2.64680 0.08721  0.037
H: 0.14197 3.18913 -0.70763  0.004
H: 0.38816 3.19375 0.82384  0.003
H: 0.24188 0.84701 0.74541  0.175
C: 0.88809 -1.74922 -1.08293  0.338
S: 0.18605 -0.30182 -0.00607  0.382
C: -1.34239 -0.69131 0.96147  0.007
H: 0.22744 -2.63188 -1.18066  0.030
H: 1.86025 -1.98562 -0.67139  0.006
H: 0.85587 -1.34920 -2.10882  0.010
H: -1.06258 -1.28264 1.82176  -0.001
H: -1.73349 0.28776 1.22953  0.007
H: -1.93764 -1.29100 0.29298  0.000


The structure shown above that is most stable: x.